Entry 1:
A molecular structure, C6H11N3O2. Source: OMol25; level of theory: ωB97M-V/def2-TZVPD.

Output
energy relative to the best compared isomer or geometry (same formula, charge and spin)	5.2326	eV
orbital gap	7.49	eV
F_max	4.7	eV/A

```
22
Properties=species:S:1:pos:R:3:lowdin_charge:R:1
C -1.84 -0.20 -0.09 -0.10
C -1.54 1.05 -0.48 -0.12
C 0.37 -0.19 0.51 -0.29
C 0.83 0.02 1.88 -0.02
C -0.61 -2.34 -0.30 -0.03
C 0.51 2.28 -0.87 -0.12
N -0.75 -0.97 0.23 -0.15
N -0.28 1.44 -0.05 -0.07
N 1.50 -0.55 -0.50 -0.33
O 2.61 -0.32 -0.07 0.08
O 1.19 -0.77 -1.66 0.06
H -2.78 -0.59 -0.21 0.08
H -2.22 1.79 -0.85 0.11
H 0.05 0.58 2.35 0.08
H 1.84 0.39 2.26 0.11
H 0.87 -1.07 2.41 0.14
H -1.69 -2.75 -0.11 0.12
H -0.53 -2.21 -1.37 0.07
H 0.14 -2.97 0.27 0.11
H 1.47 2.34 -0.32 0.09
H 0.78 1.82 -1.96 0.12
H 0.09 3.23 -1.06 0.06
```

=====

Entry 2:
A molecular structure, C33H40N4P2Sn. Source: OMol25; level of theory: ωB97M-V/def2-TZVPD.

Output
energy relative to the best compared isomer or geometry (same formula, charge and spin)	7.5029	eV
orbital gap (alpha / beta)	6.21 / 5.19	eV
F_max	3.7	eV/A

```
80
Properties=species:S:1:pos:R:3:lowdin_charge:R:1
Sn -0.53 1.94 -3.33 1.13
C -3.86 4.36 -4.45 -0.13
C -4.51 4.05 -3.32 -0.14
C -5.53 2.94 -3.22 -0.17
C -5.25 1.69 -4.13 -0.17
C -3.83 1.25 -4.10 -0.14
C -2.70 1.73 -4.67 -0.36
C -2.81 2.62 -5.85 -0.21
C -3.91 3.69 -5.78 -0.18
C 0.99 0.37 -2.25 -0.41
H -3.27 5.27 -4.51 0.11
H -4.53 4.76 -2.46 0.12
H -6.50 3.43 -3.50 0.13
H -5.64 2.56 -2.17 0.10
H -5.96 0.92 -3.73 0.12
H -5.57 1.94 -5.14 0.09
H -3.78 0.26 -3.69 0.05
H -1.75 1.05 -4.87 0.02
H -2.93 1.99 -6.73 0.13
H -1.87 3.15 -5.93 0.08
H -3.61 4.44 -6.53 0.12
H -4.86 3.25 -6.05 0.10
H 1.75 0.98 -1.69 -0.04
H 1.59 -0.09 -3.11 -0.03
H 0.85 -0.47 -1.47 -0.02
P -1.91 -0.80 -1.44 1.16
P -1.86 1.80 0.75 1.07
N -2.21 -1.55 -3.30 -0.17
N -2.56 -2.32 -0.87 -0.31
N -1.60 3.11 -0.24 -0.21
N -2.52 2.78 2.17 -0.18
C -3.43 0.30 -1.11 -0.38
C -3.45 1.02 0.27 -0.28
C -1.16 -1.46 -4.20 -0.21
C -1.56 -1.95 -5.44 -0.11
C -2.91 -2.35 -5.32 -0.10
C -3.29 -2.09 -4.00 -0.17
C -1.69 -3.43 -0.87 -0.15
C -2.23 -4.43 -0.09 -0.09
C -3.49 -3.96 0.40 -0.09
C -3.67 -2.68 -0.10 -0.15
C -0.34 3.60 -0.52 -0.17
C -0.39 4.39 -1.64 -0.15
C -1.77 4.40 -2.07 -0.16
C -2.49 3.62 -1.19 -0.17
C -3.29 3.96 2.19 -0.14
C -3.24 4.54 3.46 -0.10
C -2.42 3.69 4.27 -0.10
C -2.00 2.65 3.46 -0.15
H -4.38 -0.27 -1.28 0.09
H -3.31 1.04 -1.93 0.02
H -4.26 1.77 0.26 0.09
H -3.76 0.32 1.07 0.10
H -0.21 -1.07 -3.89 0.05
H -0.94 -2.03 -6.33 0.09
H -3.52 -2.78 -6.10 0.09
H -4.25 -2.26 -3.54 0.10
H -0.76 -3.37 -1.41 0.10
H -1.80 -5.42 0.07 0.10
H -4.20 -4.51 1.02 0.10
H -4.48 -1.98 0.00 0.09
H 0.44 3.49 0.21 0.09
H 0.44 4.94 -2.07 0.10
H -2.12 4.86 -2.99 0.07
H -3.54 3.44 -1.08 0.09
H -3.77 4.33 1.30 0.09
H -3.72 5.47 3.78 0.09
H -2.17 3.84 5.32 0.09
H -1.31 1.85 3.65 0.09
C 1.42 0.30 2.85 -0.12
C 0.44 -0.60 2.38 -0.11
C -0.19 -0.38 1.15 -0.17
C -0.18 1.00 0.71 -0.34
C 1.15 1.62 0.86 -0.14
C 1.88 1.34 2.01 -0.09
H 1.86 0.15 3.83 0.09
H 0.14 -1.46 2.99 0.11
H -0.81 -1.15 0.64 0.04
H 1.58 2.36 0.15 0.09
H 2.75 1.95 2.30 0.11
```

=====

Which value of energy relative to the best compared isomer or geometry (same formula, charge and spin) does entry 1 give? 5.2326 eV

=====

Please write out number 2 again, unchanged.
A molecular structure, C33H40N4P2Sn. Source: OMol25; level of theory: ωB97M-V/def2-TZVPD.

Output
energy relative to the best compared isomer or geometry (same formula, charge and spin)	7.5029	eV
orbital gap (alpha / beta)	6.21 / 5.19	eV
F_max	3.7	eV/A

```
80
Properties=species:S:1:pos:R:3:lowdin_charge:R:1
Sn -0.53 1.94 -3.33 1.13
C -3.86 4.36 -4.45 -0.13
C -4.51 4.05 -3.32 -0.14
C -5.53 2.94 -3.22 -0.17
C -5.25 1.69 -4.13 -0.17
C -3.83 1.25 -4.10 -0.14
C -2.70 1.73 -4.67 -0.36
C -2.81 2.62 -5.85 -0.21
C -3.91 3.69 -5.78 -0.18
C 0.99 0.37 -2.25 -0.41
H -3.27 5.27 -4.51 0.11
H -4.53 4.76 -2.46 0.12
H -6.50 3.43 -3.50 0.13
H -5.64 2.56 -2.17 0.10
H -5.96 0.92 -3.73 0.12
H -5.57 1.94 -5.14 0.09
H -3.78 0.26 -3.69 0.05
H -1.75 1.05 -4.87 0.02
H -2.93 1.99 -6.73 0.13
H -1.87 3.15 -5.93 0.08
H -3.61 4.44 -6.53 0.12
H -4.86 3.25 -6.05 0.10
H 1.75 0.98 -1.69 -0.04
H 1.59 -0.09 -3.11 -0.03
H 0.85 -0.47 -1.47 -0.02
P -1.91 -0.80 -1.44 1.16
P -1.86 1.80 0.75 1.07
N -2.21 -1.55 -3.30 -0.17
N -2.56 -2.32 -0.87 -0.31
N -1.60 3.11 -0.24 -0.21
N -2.52 2.78 2.17 -0.18
C -3.43 0.30 -1.11 -0.38
C -3.45 1.02 0.27 -0.28
C -1.16 -1.46 -4.20 -0.21
C -1.56 -1.95 -5.44 -0.11
C -2.91 -2.35 -5.32 -0.10
C -3.29 -2.09 -4.00 -0.17
C -1.69 -3.43 -0.87 -0.15
C -2.23 -4.43 -0.09 -0.09
C -3.49 -3.96 0.40 -0.09
C -3.67 -2.68 -0.10 -0.15
C -0.34 3.60 -0.52 -0.17
C -0.39 4.39 -1.64 -0.15
C -1.77 4.40 -2.07 -0.16
C -2.49 3.62 -1.19 -0.17
C -3.29 3.96 2.19 -0.14
C -3.24 4.54 3.46 -0.10
C -2.42 3.69 4.27 -0.10
C -2.00 2.65 3.46 -0.15
H -4.38 -0.27 -1.28 0.09
H -3.31 1.04 -1.93 0.02
H -4.26 1.77 0.26 0.09
H -3.76 0.32 1.07 0.10
H -0.21 -1.07 -3.89 0.05
H -0.94 -2.03 -6.33 0.09
H -3.52 -2.78 -6.10 0.09
H -4.25 -2.26 -3.54 0.10
H -0.76 -3.37 -1.41 0.10
H -1.80 -5.42 0.07 0.10
H -4.20 -4.51 1.02 0.10
H -4.48 -1.98 0.00 0.09
H 0.44 3.49 0.21 0.09
H 0.44 4.94 -2.07 0.10
H -2.12 4.86 -2.99 0.07
H -3.54 3.44 -1.08 0.09
H -3.77 4.33 1.30 0.09
H -3.72 5.47 3.78 0.09
H -2.17 3.84 5.32 0.09
H -1.31 1.85 3.65 0.09
C 1.42 0.30 2.85 -0.12
C 0.44 -0.60 2.38 -0.11
C -0.19 -0.38 1.15 -0.17
C -0.18 1.00 0.71 -0.34
C 1.15 1.62 0.86 -0.14
C 1.88 1.34 2.01 -0.09
H 1.86 0.15 3.83 0.09
H 0.14 -1.46 2.99 0.11
H -0.81 -1.15 0.64 0.04
H 1.58 2.36 0.15 0.09
H 2.75 1.95 2.30 0.11
```

=====

Which of these has the highest energy relative to the best compared isomer or geometry (same formula, charge and spin)? C33H40N4P2Sn